The following is a quantum chemistry calculation of C36H31ClMgN4O4PS as an isolated structure, from the Open Molecules 2025 dataset.

Element x y z (Å)
Mg1 0.3589 -0.3427 2.2840
C1 0.0927 3.8746 2.1880
C2 -0.2084 2.4066 2.1452
N1 0.3657 1.5382 2.9081
N2 1.2879 1.8313 3.8094
C3 1.3783 0.9165 4.7774
N3 2.5426 0.8980 5.4878
S1 0.0767 -0.0503 5.2740
C4 -1.2545 1.8367 1.3020
C5 -2.1064 2.6284 0.5208
C6 -3.1540 2.0391 -0.1573
C7 -3.2914 0.6592 -0.1132
C8 -2.3928 -0.0606 0.6531
N4 -1.4296 0.5017 1.3737
H1 1.0321 4.0175 2.7189
H2 -0.6916 4.4264 2.7126
H3 0.1843 4.2812 1.1792
H4 3.3639 1.1114 4.9401
H5 2.6355 0.0782 6.0633
H6 -1.9683 3.7001 0.4853
H7 -3.8484 2.6371 -0.7330
H8 -4.0827 0.1563 -0.6500
H9 -2.4676 -1.1410 0.7336
O1 1.0637 -0.2874 0.5647
C9 1.2743 -0.0427 -0.6423
C10 1.4589 -1.1165 -1.6752
C11 2.0833 -2.3459 -1.7506
C12 2.1876 -2.9525 -3.0086
C13 1.6420 -2.3592 -4.1313
C14 0.9821 -1.1227 -4.0470
C15 0.9512 -0.4957 -2.8259
P1 0.3277 1.0842 -2.0748
C16 1.7091 2.2480 -2.3191
C17 2.2338 2.4719 -3.5888
C18 3.3038 3.3402 -3.7637
C19 3.8562 3.9890 -2.6704
C20 3.3490 3.7540 -1.3968
C21 2.2908 2.8793 -1.2205
C22 -0.7883 1.6479 -3.5121
C23 -1.7395 0.7426 -3.9952
C24 -2.7809 1.1500 -4.8138
C25 -2.9282 2.4938 -5.1342
C26 -2.0150 3.4146 -4.6393
C27 -0.9671 2.9969 -3.8308
H10 2.4986 -2.8297 -0.8740
H11 2.6970 -3.9049 -3.0979
H12 1.7441 -2.8432 -5.0957
H13 0.5531 -0.6666 -4.9314
H14 1.7948 1.9561 -4.4344
H15 3.7076 3.5081 -4.7552
H16 4.6907 4.6658 -2.8080
H17 3.7890 4.2520 -0.5410
H18 1.9141 2.6543 -0.2287
H19 -1.6457 -0.3032 -3.7203
H20 -3.4871 0.4191 -5.1922
H21 -3.7506 2.8203 -5.7592
H22 -2.1348 4.4668 -4.8732
H23 -0.2675 3.7292 -3.4409
C28 -0.5956 -5.4039 1.7545
C29 -1.3472 -4.4733 2.6763
C30 -2.4001 -5.0197 3.4081
C31 -3.2065 -4.2421 4.2147
Cl1 -4.5097 -4.9885 5.0914
C32 -2.9982 -2.8781 4.3004
C33 -1.9466 -2.3268 3.5988
C34 -1.0944 -3.1028 2.8129
O2 -0.1196 -2.4104 2.1263
C35 1.1950 -2.9762 1.9282
C36 2.2644 -2.2324 2.7749
O3 3.2457 -2.8860 3.1148
O4 2.0031 -1.0153 3.0081
H24 -1.2124 -6.2764 1.5439
H25 0.3266 -5.7639 2.2136
H26 -0.3472 -4.9218 0.8096
H27 -2.5977 -6.0804 3.3251
H28 -3.6349 -2.2527 4.9101
H29 -1.7511 -1.2648 3.6623
H30 1.4542 -2.8137 0.8824
H31 1.2514 -4.0283 2.1683

Results
**Electronic energy**: -90080.4358 eV
**HOMO level**: -3.5 eV
**Net charge**: -1
**ΔE to the lowest compared entry with this formula, charge and spin**: 2.1523 eV

Here are the Löwdin charges for atoms 1 to 2, given in e: 0.47, -0.03

=====

The following is a quantum chemistry calculation of a 2-piece molecular cluster, C4H11NOS overall, from the Open Molecules 2025 dataset.

Element x y z (Å)
C1 0.8877 -0.1077 1.2693
S1 1.2404 0.8292 -0.2309
C2 0.7968 -0.4024 -1.4956
N1 0.8371 2.2208 -0.1682
O1 2.9476 0.4290 -0.3817
H1 1.8152 -0.6542 1.3447
H2 0.9369 0.5612 2.1838
H3 0.0267 -0.7711 1.2168
H4 1.3458 0.0119 -2.3228
H5 1.2111 -1.4529 -1.2789
H6 -0.2044 -0.3776 -1.7926
H7 3.3161 1.2330 0.0124
C3 -3.0226 -0.6308 -0.0333
C4 -2.1390 0.1557 0.5737
H8 -2.6604 -1.0043 -1.0531
H9 -4.0370 -0.7891 0.2904
H10 -2.1517 0.4355 1.6885
H11 -1.1464 0.3138 0.1776

Results
**Electronic energy**: -18694.0350 eV
**HOMO level**: -9.0 eV
**Net charge**: 0
**ΔE to the lowest compared entry with this formula, charge and spin**: 5.8836 eV

Here are the Löwdin charges for atoms 1 to 2, given in e: -0.21, 0.62

=====

The following is a quantum chemistry calculation of a 7-piece molecular cluster, C22H27BCl2F6O21S overall, from the Open Molecules 2025 dataset.

Element x y z (Å)
O1 0.0465 0.4388 -0.3937
S1 -0.5719 -0.9761 -0.2955
O2 -2.0973 -0.8184 -0.6577
Cl1 0.2032 -2.3355 -1.7269
C1 -0.3772 -1.8164 1.3682
C2 0.1839 -0.8531 2.5722
C3 1.7774 -0.4543 2.3586
C4 2.3643 0.4489 3.6183
B1 3.7062 1.2364 3.0143
O3 4.1035 2.6094 3.4208
Cl2 4.8132 0.4014 1.7423
H1 0.3919 -2.7052 1.2519
H2 -1.4056 -2.3135 1.6591
H3 -0.4957 0.0815 2.8105
H4 0.1611 -1.5166 3.5633
H5 2.3675 -1.4856 2.3975
H6 1.9834 0.0908 1.3206
H7 1.6074 1.3120 3.9426
H8 2.6114 -0.2440 4.5389
H9 3.4066 3.2890 3.1134
O4 6.3941 4.8015 -0.8184
C5 5.2138 4.5284 -0.6763
O5 4.2640 4.7025 -1.6453
C6 3.0676 4.1483 -1.1359
C7 3.2878 4.2024 0.3373
F1 2.6631 3.1756 0.9563
O6 4.6793 4.0200 0.4694
H10 2.9534 3.1254 -1.5099
H11 2.1996 4.7351 -1.4485
H12 2.9952 5.1508 0.8004
O7 -3.8505 -3.2553 4.0027
C8 -4.3779 -2.9223 2.9544
O8 -4.3348 -3.6628 1.8049
C9 -5.1677 -3.0025 0.8732
C10 -5.1822 -1.6034 1.3871
F2 -6.3628 -1.0026 1.1170
O9 -5.0750 -1.7642 2.7834
H13 -6.1596 -3.4667 0.8803
H14 -4.7561 -3.0701 -0.1375
H15 -4.3562 -0.9831 1.0234
O10 -5.7661 -4.0901 -1.4131
C11 -5.2435 -3.7596 -2.4646
O11 -4.5215 -2.6100 -2.6344
C12 -3.9833 -2.6658 -3.9402
C13 -4.9158 -3.5983 -4.6347
F3 -4.2689 -4.3065 -5.5875
O12 -5.3140 -4.4863 -3.6150
H16 -2.9581 -3.0482 -3.8941
H17 -3.9675 -1.6741 -4.4004
H18 -5.7981 -3.1128 -5.0654
O13 3.6035 0.9243 -1.9886
C14 4.1015 1.1618 -3.0765
O14 5.1060 0.4223 -3.6383
C15 5.3027 0.9390 -4.9391
C16 4.7707 2.3262 -4.8198
F4 4.2362 2.7401 -5.9906
O15 3.7306 2.2003 -3.8768
H19 4.7443 0.3316 -5.6592
H20 6.3614 0.9216 -5.2119
H21 5.5031 3.0589 -4.4645
O16 6.1842 -2.3462 6.7716
C17 6.0103 -1.1430 6.8708
O17 5.1460 -0.4258 6.0897
C18 5.1409 0.8906 6.6047
C19 6.4534 0.9681 7.3070
F5 6.3788 1.7878 8.3794
O18 6.6588 -0.3482 7.7677
H22 4.2897 1.0116 7.2830
H23 5.0557 1.6260 5.8001
H24 7.2887 1.2682 6.6654
O19 -7.2758 -2.3871 -4.4139
C20 -7.2301 -1.1879 -4.1956
O20 -7.9327 -0.5615 -3.2029
C21 -7.5054 0.7859 -3.2004
C22 -6.9903 0.9643 -4.5877
F6 -5.9712 1.8522 -4.6133
O21 -6.4793 -0.3078 -4.9156
H25 -6.7287 0.9189 -2.4398
H26 -8.3360 1.4602 -2.9752
H27 -7.7550 1.2530 -5.3167

Results
**Electronic energy**: -119109.1583 eV
**HOMO level**: -10.8 eV
**Net charge**: 0

Here are the Löwdin charges for atoms 1 to 2, given in e: -0.40, 0.51

=====

The following is a quantum chemistry calculation of a 2-piece molecular cluster, C10H22N4O5 overall, from the Open Molecules 2025 dataset.

Element x y z (Å)
C1 3.9289 -2.0280 1.3963
N1 3.2906 -0.8190 0.8707
C2 2.6407 -0.6826 -0.2896
O1 2.1179 0.3924 -0.5683
C3 2.5395 -1.8635 -1.2677
C4 3.8414 -1.9937 -2.0685
O2 3.9257 -3.2878 -2.6257
N2 1.3984 -1.6710 -2.1787
C5 0.8313 -2.6203 -2.9180
C6 -0.3994 -2.2337 -3.7030
O3 1.2779 -3.7580 -2.9894
H1 3.1924 -2.8261 1.5076
H2 4.3637 -1.8185 2.3751
H3 4.7264 -2.3659 0.7318
H4 3.3032 0.0095 1.4472
H5 2.3889 -2.7766 -0.6911
H6 3.8653 -1.2426 -2.8599
H7 4.7031 -1.8396 -1.4192
H8 3.0297 -3.5620 -2.9006
H9 0.9792 -0.7512 -2.1726
H10 -1.2047 -1.9878 -3.0132
H11 -0.1732 -1.3749 -4.3317
H12 -0.6977 -3.0748 -4.3277
N3 -3.3981 2.2581 4.2222
C7 -3.3590 1.2042 3.2101
C8 -3.6461 1.7955 1.8300
C9 -2.5166 2.7279 1.3510
N4 -2.6679 4.0623 1.9939
C10 -2.5371 2.7839 -0.1970
O4 -3.3929 3.4582 -0.7487
O5 -1.5999 2.0831 -0.8752
H13 -4.3592 2.5219 4.4322
H14 -2.8812 3.0762 3.8781
H15 -2.3740 0.7257 3.2094
H16 -4.1025 0.4375 3.4505
H17 -3.7454 0.9618 1.1277
H18 -4.6002 2.3317 1.8387
H19 -1.5515 2.2975 1.6421
H20 -1.8578 4.6512 1.7941
H21 -3.5173 4.5155 1.6465
H22 -1.7626 2.2835 -1.8097

Results
**Electronic energy**: -26925.8814 eV
**HOMO level**: -8.7 eV
**Net charge**: 0
**ΔE to the lowest compared entry with this formula, charge and spin**: 0.5697 eV

Here are the Löwdin charges for atoms 1 to 2, given in e: -0.06, 0.03

=====

The following is a quantum chemistry calculation of a 2-piece molecular cluster, C5H15N2O overall, from the Open Molecules 2025 dataset.

Element x y z (Å)
C1 -0.2034 0.0123 2.0203
C2 1.2858 1.1129 0.3411
C3 -1.2518 1.3693 0.0210
C4 -0.2261 -1.3363 -0.4302
C5 -0.0849 0.5975 0.6142
N1 0.8418 -2.2826 -0.0476
N2 0.0700 -1.0799 -1.8595
O1 -0.9684 1.5684 -1.3515
H1 0.5059 -0.7464 2.1505
H2 -0.0779 0.7337 2.7832
H3 -1.1669 -0.3882 2.2700
H4 1.9554 0.4754 0.7769
H5 1.1519 2.1558 0.7634
H6 1.4389 1.2952 -0.7003
H7 -2.3643 0.9221 -0.0178
H8 -1.3323 2.3731 0.6068
H9 -1.2993 -1.4307 -0.1815
H10 0.5818 -2.9169 0.6377
H11 1.7577 -1.7353 0.2266
H12 -0.0281 -1.9246 -2.6360
H13 1.0358 -0.8997 -1.8818
H14 -0.3539 -0.3120 -2.4034
H15 -1.2678 2.4369 -1.7021

Results
**Electronic energy**: -10446.5024 eV
**HOMO level**: -12.5 eV
**Net charge**: +1
**ΔE to the lowest compared entry with this formula, charge and spin**: 4.0584 eV

Here are the Löwdin charges for atoms 1 to 2, given in e: -0.05, -0.04

=====

The following is a quantum chemistry calculation of C34H29N8PdS2 as an isolated structure, from the Open Molecules 2025 dataset.

Element x y z (Å)
Pd1 -0.2213 -1.2001 0.4563
C1 3.8864 2.2610 2.4814
C2 2.7283 2.7016 3.1259
C3 1.6425 1.8651 3.2148
C4 1.7021 0.5636 2.6336
C5 2.8663 0.1658 1.9192
C6 3.9579 0.9912 1.8884
N1 0.6756 -0.3105 2.6782
C7 -0.1297 -0.3802 3.7479
C8 0.2267 0.1162 5.0437
C9 -0.6231 -0.0511 6.1079
C10 -1.8340 -0.7284 5.9382
C11 -2.1776 -1.3116 4.7116
C12 -1.3391 -1.1519 3.6430
N2 -1.4886 -1.7779 2.3890
N3 -2.1918 -2.7900 2.3577
C13 -1.9284 -3.5648 1.1877
C14 -2.7139 -4.6751 0.9775
C15 -2.3670 -5.5408 -0.0556
C16 -1.2331 -5.2667 -0.7945
C17 -0.4965 -4.1207 -0.5108
N4 -0.8405 -3.2662 0.4491
H1 4.7426 2.9217 2.4212
H2 2.6844 3.6975 3.5465
H3 0.7124 2.2125 3.6469
H4 2.8954 -0.8267 1.4867
H5 4.8739 0.6705 1.4111
H6 1.2055 0.5477 5.1970
H7 -0.3403 0.3087 7.0879
H8 -2.4988 -0.8481 6.7850
H9 -3.0914 -1.8796 4.6002
H10 -3.5588 -4.8592 1.6270
H11 -2.9585 -6.4252 -0.2516
H12 -0.8999 -5.9321 -1.5790
H13 0.4076 -3.8990 -1.0586
S1 1.0529 4.8770 -1.6232
C18 0.7671 3.2632 -0.9680
C19 1.5715 2.1970 -1.3696
C20 1.3194 0.9326 -0.8814
N5 0.3131 0.6796 -0.0355
C21 -0.4798 1.6982 0.3457
C22 -0.2791 2.9881 -0.0839
C23 1.1710 5.7495 -0.0636
C24 0.0612 6.3384 0.5201
C25 0.2370 6.9948 1.7339
N6 1.4095 7.0924 2.3537
C26 2.4704 6.5504 1.7595
C27 2.4084 5.8667 0.5521
H14 2.3985 2.3576 -2.0481
H15 1.9606 0.1002 -1.1419
H16 -1.3014 1.4546 1.0070
H17 -0.9373 3.7747 0.2573
H18 -0.9094 6.3144 0.0419
H19 -0.6049 7.4707 2.2237
H20 3.4196 6.6744 2.2692
H21 3.3006 5.4558 0.0980
N7 0.4347 -1.9875 -2.9647
C28 -0.8702 -1.7650 -2.8318
S2 -1.5372 -1.0322 -1.3951
N8 -1.7357 -2.0265 -3.7875
C29 -1.5880 -2.5768 -5.1100
C30 -2.6527 -2.3272 -5.9676
C31 -2.6159 -2.7975 -7.2679
C32 -1.5173 -3.5176 -7.7167
C33 -0.4727 -3.7881 -6.8486
C34 -0.5013 -3.3298 -5.5373
H22 1.0492 -1.6733 -2.2367
H23 0.8344 -2.2381 -3.8559
H24 -2.6820 -1.7322 -3.5835
H25 -3.5084 -1.7569 -5.6230
H26 -3.4466 -2.5984 -7.9309
H27 -1.4841 -3.8806 -8.7345
H28 0.3733 -4.3721 -7.1842
H29 0.2962 -3.6477 -4.8811

Results
**Electronic energy**: -72773.0262 eV
**HOMO level (spin up / spin down)**: -15.7 / -15.7 eV
**Net charge**: +3
**ΔE to the lowest compared entry with this formula, charge and spin**: 1.8226 eV

Here are the Löwdin charges for atoms 1 to 2, given in e: 0.73, 0.03

=====

The following is a quantum chemistry calculation of a single C18H27N3O4S molecule, from the Open Molecules 2025 dataset.

Element x y z (Å)
O1 3.6643 1.4375 -3.7015
C1 2.6620 1.0623 -3.1314
C2 1.8673 -0.1286 -3.6310
N1 1.3942 -0.9929 -2.5689
C3 2.4861 -1.5487 -1.7807
C4 2.0195 -1.8303 -0.3510
C5 1.4811 -3.2442 -0.1196
C6 0.6624 -3.8153 -1.2815
C7 -0.2262 -2.7962 -1.9937
C8 0.4939 -2.0069 -3.0861
N2 2.2704 1.7241 -1.9994
C9 1.1942 1.6301 -1.1239
C10 -0.0766 1.1905 -1.4944
C11 -1.1033 1.1840 -0.5668
C12 -0.8767 1.6185 0.7258
S1 -2.2258 1.6767 1.9111
O2 -3.4542 1.7361 1.1764
O3 -1.9151 2.7012 2.8628
N3 -2.2565 0.2478 2.7584
C13 -2.7718 -0.9314 2.1056
C14 -1.6302 -1.7656 1.5197
O4 -0.6651 -2.0717 2.5040
C15 -0.1090 -0.9014 3.0650
C16 -1.1939 -0.0221 3.6974
C17 0.3709 2.0794 1.1030
C18 1.4004 2.0839 0.1834
H1 1.0106 0.2525 -4.1971
H2 2.5221 -0.6526 -4.3504
H3 2.9022 -2.4575 -2.2413
H4 3.2867 -0.8060 -1.7504
H5 1.2504 -1.0931 -0.1156
H6 2.8491 -1.6646 0.3390
H7 2.3176 -3.9211 0.0687
H8 0.8691 -3.2275 0.7840
H9 1.3301 -4.2658 -2.0196
H10 0.0385 -4.6206 -0.8882
H11 -1.0480 -3.3300 -2.4768
H12 -0.6584 -2.1014 -1.2755
H13 1.0257 -2.7137 -3.7497
H14 -0.2612 -1.4946 -3.6905
H15 2.9757 2.3958 -1.7113
H16 -0.2729 0.8786 -2.5033
H17 -2.0990 0.8740 -0.8432
H18 -3.4632 -0.5983 1.3327
H19 -3.3158 -1.5245 2.8492
H20 -1.9958 -2.7239 1.1476
H21 -1.1538 -1.2081 0.6986
H22 0.6029 -1.2402 3.8193
H23 0.4274 -0.3375 2.2859
H24 -0.7944 0.9380 4.0213
H25 -1.6260 -0.5428 4.5593
H26 0.5114 2.4515 2.1053
H27 2.3751 2.4507 0.4706

Results
**Electronic energy**: -42599.3543 eV
**HOMO level**: -8.7 eV
**Net charge**: 0
**ΔE to the lowest compared entry with this formula, charge and spin**: 2.0795 eV

Here are the Löwdin charges for atoms 1 to 2, given in e: 0.08, -0.46

=====

The following is a quantum chemistry calculation of a 12-piece molecular cluster, C17H41N9O28S2 overall, from the Open Molecules 2025 dataset.

Element x y z (Å)
C1 -0.4124 1.0855 -4.8238
N1 -1.0226 0.8307 -6.1619
O1 -1.8033 1.7189 -6.5809
O2 -0.8189 -0.2537 -6.7245
H1 -0.0018 2.0946 -4.7892
H2 0.4443 0.4391 -4.6330
H3 -1.1863 1.0314 -4.0582
C2 1.6723 -3.3593 -1.0539
N2 2.2413 -4.4849 -1.8805
O3 1.8081 -4.5415 -3.0177
O4 3.0052 -5.3276 -1.4001
H4 0.5833 -3.3662 -1.1017
H5 2.0075 -2.4385 -1.5312
H6 2.0621 -3.3922 -0.0365
C3 -3.8525 2.4844 -0.4507
N3 -4.0213 2.7697 -1.9477
O5 -4.3600 3.9272 -2.0964
O6 -3.8322 1.9580 -2.8581
H7 -4.4529 1.5941 -0.2638
H8 -4.1608 3.3616 0.1182
H9 -2.8094 2.3310 -0.1741
C4 2.1305 3.4160 3.7289
N4 0.7300 3.3618 3.1943
O7 -0.2366 3.9622 3.7501
O8 0.6281 2.5323 2.2689
H10 2.6302 2.4481 3.6888
H11 1.9672 3.5249 4.8011
H12 2.6578 4.2423 3.2521
C5 3.7222 2.2207 -0.0248
N5 4.8644 2.7640 0.7480
O9 4.9376 2.3101 1.8471
O10 5.7344 3.4450 0.2052
H13 2.7886 2.3986 0.5089
H14 3.8635 1.1846 -0.3326
H15 3.8060 2.8103 -0.9377
C6 2.0060 -2.6684 4.3616
N6 2.5111 -2.9486 2.9497
O11 3.6874 -3.1916 2.7258
O12 1.5942 -3.1444 2.1361
H16 2.8044 -2.1024 4.8416
H17 1.8118 -3.5755 4.9338
H18 1.0539 -2.1393 4.3228
C7 -3.5159 -1.3360 -1.6679
N7 -4.4359 -1.9755 -2.5629
O13 -4.2015 -1.9599 -3.7389
O14 -5.3380 -2.6693 -2.0653
H19 -4.1348 -0.7549 -0.9843
H20 -2.7992 -0.7324 -2.2248
H21 -3.0459 -2.1751 -1.1551
C8 -4.0455 3.4612 4.4585
N8 -4.0014 2.4536 3.3911
O15 -2.9588 1.8740 3.1320
O16 -5.0716 2.2488 2.8455
H22 -4.8056 4.1782 4.1485
H23 -3.0216 3.8311 4.4053
H24 -4.2402 3.0101 5.4315
C9 -1.6878 -3.7559 -4.6572
N9 -1.1782 -2.7083 -3.8011
O17 -0.4798 -1.7990 -4.2470
O18 -1.3655 -2.7864 -2.5979
H25 -1.8094 -3.4572 -5.6984
H26 -2.6360 -4.1086 -4.2513
H27 -1.0375 -4.6307 -4.6580
O19 5.1184 -2.7351 -6.5635
S1 4.9308 -1.7789 -5.4608
O20 6.0403 -1.3892 -4.6148
O21 4.2043 -0.4428 -5.9452
C10 2.8150 -0.6043 -6.0947
C11 2.4348 -1.5815 -5.0067
O22 3.6146 -2.1877 -4.5153
H28 2.4153 0.4049 -5.9954
H29 2.4712 -0.9616 -7.0654
H30 1.6621 -2.2618 -5.3647
H31 2.1530 -1.0889 -4.0761
O23 0.7551 -0.5573 -1.9373
S2 0.4389 0.6468 -1.0873
O24 0.3135 1.9285 -1.8064
O25 -1.0395 0.3200 -0.3017
C12 -0.8272 -0.0391 1.0102
C13 0.6357 -0.2612 1.2402
O26 1.2661 0.6309 0.2889
H32 -1.1875 0.6725 1.7531
H33 -1.4099 -0.9384 1.2098
H34 1.0418 -1.2727 1.2506
H35 0.9298 -0.0370 2.2655
O27 -0.9680 -0.6565 4.0283
C14 -0.8203 -0.0288 5.1220
C15 -1.7986 0.1784 6.2307
C16 -1.1069 1.2829 6.9207
C17 0.4006 1.0973 6.6450
O28 0.3792 0.3815 5.4114
H36 -2.8283 0.4037 5.9532
H37 -1.7445 -0.7094 6.8608
H38 -1.5115 2.2048 6.5030
H39 -1.2114 1.2432 8.0050
H40 0.6758 2.1512 6.6858
H41 0.7849 0.4648 7.4453

Results
**Electronic energy**: -110675.1296 eV
**HOMO level**: -10.6 eV
**Net charge**: 0

Here are the Löwdin charges for atoms 1 to 2, given in e: 0.02, -0.39